#P
Entry from the OMol25 dataset: one molecule with the formula C2HBrF2S (ωB97M-V/def2-TZVPD).

Geometry as ORCA input:
```
! RIJCOSX wB97M-V def2-TZVPD def2/J DEFGRID3
* xyz 0 1
F 1.1523 -1.4591 0.1588
C 0.6515 -0.2711 -0.1519
S 1.8215 1.1582 -0.0586
C 0.9613 0.4548 -1.4101
F 1.7009 -0.1141 -2.4141
Br -0.4163 1.6516 -2.3273
H -0.3864 -0.2853 0.3644
*
```

The lowest unoccupied orbital energy is -0.01 eV. The molar mass comes out at 175.0 g/mol. The structure (SMILES) is F[C@H]1S[C@]1(F)Br. Its HOMO-LUMO gap is 10.2 eV. Its HOMO energy is -10.1689 eV.

***

#Q
Entry from the OMol25 dataset: a 2-piece molecular cluster, C2HBrF2S overall (ωB97M-V/def2-TZVPD).

Geometry as ORCA input:
```
! RIJCOSX wB97M-V def2-TZVPD def2/J DEFGRID3
* xyz 0 1
C 0.5260 -0.1642 0.5282
C 0.1884 0.5077 -0.5953
F 0.8065 0.3849 -1.7064
F -0.7072 1.4342 -0.6722
S 1.7605 -1.1942 0.7345
Br -2.5085 -0.9302 0.3715
H -0.0657 -0.0383 1.3398
*
```

The lowest unoccupied orbital energy (alpha / beta) is -4.14 / -4.14 eV. The molar mass comes out at 175.0 g/mol. Its HOMO-LUMO gap (alpha / beta) is 4.9 / 4.9 eV. Its HOMO energy (alpha / beta) is -9.0763 / -9.0821 eV.

***

If we sort the structures by their calculated energies, the order from most to least stable is #P, #Q.

***

#P
Entry from the OMol25 dataset: an isolated ion of composition CH6N3O and charge +1 (ωB97M-V/def2-TZVPD).

Geometry as ORCA input:
```
! RIJCOSX wB97M-V def2-TZVPD def2/J DEFGRID3
* xyz 1 1
H -1.9051 -0.8876 0.7743
N -1.2371 -0.0473 0.6621
N -0.1856 -0.0580 0.0256
C 0.0366 -0.9889 -1.1696
N 0.8157 0.7584 0.3535
O 0.3628 1.7339 1.5440
H 0.9117 -1.5382 -0.8696
H 0.1616 -0.6016 -2.2686
H -0.9246 -1.5151 -1.0589
H 1.0421 1.5498 -0.3732
H 0.9220 1.5946 2.3803
*
```

The lowest unoccupied orbital energy is -5.92 eV. The molar mass comes out at 76.1 g/mol. The structure (SMILES) is [H]/N=[N+](\C)NO. Its HOMO-LUMO gap is 10.5 eV. Its HOMO energy is -16.3753 eV.

***

#Q
Entry from the OMol25 dataset: a 2-piece molecular cluster, CH6N3O overall (ωB97M-V/def2-TZVPD).

Geometry as ORCA input:
```
! RIJCOSX wB97M-V def2-TZVPD def2/J DEFGRID3
* xyz 1 1
C -1.7543 -0.4271 0.0865
N 0.4657 1.4983 -0.1525
N 2.4233 -0.6049 0.2127
N 0.5722 0.3337 -0.0851
O -0.2884 -0.6228 0.0597
H -2.1040 0.0869 -0.8596
H -1.8316 0.2786 1.0024
H -2.4703 -1.2861 0.1514
H -0.3742 1.9369 0.0677
H 3.0878 0.1393 -0.0061
H 2.2738 -1.3328 -0.4770
*
```

The lowest unoccupied orbital energy (alpha / beta) is -7.34 / -7.48 eV. The molar mass comes out at 76.1 g/mol. Its HOMO-LUMO gap (alpha / beta) is 9.1 / 9.0 eV. Its HOMO energy (alpha / beta) is -16.4158 / -16.4605 eV.

***

If we sort the structures by their calculated energies, the order from most to least stable is #P, #Q.

***

#P
Entry from the OMol25 dataset: C11H21N as an isolated structure (ωB97M-V/def2-TZVPD).

Geometry as ORCA input:
```
! RIJCOSX wB97M-V def2-TZVPD def2/J DEFGRID3
* xyz 0 1
C 1.5812 -3.0214 0.1838
C 0.1430 -1.1557 -0.1270
C 0.8073 -0.5062 1.3439
C 0.6973 1.0288 1.1156
C 1.7416 1.3914 -0.1405
C 0.8155 1.1681 -1.3795
C -0.3596 0.2250 -0.8033
C -1.5851 -0.3440 -1.8164
C -0.5931 1.1034 0.4418
C -1.2338 2.4793 -0.0081
C -1.8518 0.4898 1.4771
H 0.8825 -3.6124 1.0950
H 2.3350 -2.5452 0.8598
H 2.3317 -3.8236 -0.3570
H 0.4248 -2.5409 -1.5446
H -0.7331 -1.8692 0.3115
H -0.0740 -1.1361 2.0841
H 1.8155 -0.7112 1.2490
H 0.8473 1.5126 2.0708
H 2.3359 2.5895 -0.0197
H 2.6477 1.0454 -0.0262
H 0.1905 2.1872 -1.8804
H 1.4309 0.5116 -2.1347
H -0.8364 -0.7643 -2.6353
H -2.2263 -0.9589 -1.2214
H -2.0564 0.4849 -2.1541
H -2.1771 2.1032 -0.4868
H -1.3578 3.0050 0.8615
H -0.4714 2.9473 -0.8885
H -1.4706 -0.4665 2.1090
H -2.6906 -0.1081 0.9091
H -2.3527 1.2199 2.3983
N 1.0421 -1.9287 -0.8868
*
```

The lowest unoccupied orbital energy is 0.76 eV. The molar mass comes out at 167.3 g/mol. Its HOMO-LUMO gap is 10.0 eV. Its HOMO energy is -9.2857 eV.

***

#Q
Entry from the OMol25 dataset: a 2-piece molecular cluster, C11H21N overall (ωB97M-V/def2-TZVPD).

Geometry as ORCA input:
```
! RIJCOSX wB97M-V def2-TZVPD def2/J DEFGRID3
* xyz 0 1
C -2.3073 0.3837 2.0680
C -2.7332 -0.8206 1.2568
C -2.8831 -0.5570 -0.2447
N -1.6863 -0.6045 -1.0296
C -4.1222 -0.9886 -1.0190
C -3.9462 0.4278 -0.6855
H -1.2516 0.6255 1.9437
H -2.4453 0.1724 3.1675
H -2.8707 1.3140 1.8268
H -3.6686 -1.1296 1.6282
H -2.0447 -1.6291 1.4748
H -0.8342 -0.8222 -0.4952
H -1.5251 0.2372 -1.5767
H -4.0071 -1.3508 -2.0379
H -5.0134 -1.5033 -0.5245
H -3.4738 1.0668 -1.4394
H -4.6568 0.9080 0.0774
C 5.3242 -1.4057 0.1057
C 3.7612 -1.6928 0.2018
C 2.9413 -0.4957 -0.2215
C 2.3041 0.5099 -0.4931
C 1.5729 1.8380 -0.7232
C 1.9512 2.9977 0.2347
H 5.8555 -2.3295 -0.2539
H 5.6307 -1.1597 1.1445
H 5.6546 -0.6045 -0.5799
H 3.4327 -2.6254 -0.3651
H 3.5538 -1.7869 1.3034
H 0.5097 1.6576 -0.6376
H 1.7062 2.1135 -1.7770
H 2.2812 2.6432 1.2203
H 1.0503 3.6280 0.3885
H 2.7434 3.6267 -0.1610
*
```

The lowest unoccupied orbital energy is 0.85 eV. The molar mass comes out at 167.3 g/mol. The structure (SMILES) is CCC1(N)CC1.CCC#CCC. Its HOMO-LUMO gap is 9.2 eV. Its HOMO energy is -8.3520 eV.

***

If we sort the structures by their calculated energies, the order from most to least stable is #Q, #P.